one | # C2H2F3NO2

A cluster of 2 separate species, C2H2F3NO2 in total (ωB97M-V with the def2-TZVPD basis set, OMol25).

Results
HOMO (alpha / beta)   -8.80 / -9.30 eV
Charge   0
Gap between HOMO and LUMO (alpha / beta)   8.15 / 8.74 eV

The geometry in XYZ format:
```
10
C2H2F3NO2 ωB97M-V with the def2-TZVPD basis set
C 0.1523 0.9723 -0.0232
C 0.3987 -1.0762 1.4609
N -0.5421 0.5306 -0.9893
O 0.6431 1.9439 0.4629
O -0.8385 1.3708 -2.1450
F 1.6679 -0.9338 1.8286
F 0.2772 -2.2539 0.7986
F -0.3810 -0.9003 2.6441
H -0.8106 -0.4123 -1.1607
H -0.5669 0.7588 -2.8768
```



two | # C2H2F3NO2

An isolated molecule of C2H2F3NO2 (ωB97M-V with the def2-TZVPD basis set, OMol25).

Results
HOMO   -12.03 eV
Charge   0
Structure (SMILES)   O=[N+]([O-])CC(F)(F)F
Gap between HOMO and LUMO   12.05 eV

The geometry in XYZ format:
```
10
C2H2F3NO2 ωB97M-V with the def2-TZVPD basis set
O -1.6728 -0.4626 -1.6178
N -1.3412 -0.2477 -0.5078
O -1.9352 0.3071 0.3632
C 0.0789 -0.6389 -0.1922
C 0.8454 0.5100 0.5039
F 0.4043 0.8407 1.7395
F 2.1626 0.3332 0.6311
F 0.7191 1.6554 -0.2547
H 0.1345 -1.4104 0.4729
H 0.6045 -0.8869 -1.1381
```



Which one sits at the top of the stability order? two does.



one | # C12H44O10

A cluster of 10 separate species, C12H44O10 in total (ωB97M-V with the def2-TZVPD basis set, OMol25).

Results
HOMO   -9.34 eV
Charge   0
Structure (SMILES)   CCO.CCO.CO.CO.CO.CO.CO.CO.CO.CO
Gap between HOMO and LUMO   9.42 eV

The geometry in XYZ format:
```
66
C12H44O10 ωB97M-V with the def2-TZVPD basis set
C -2.1714 2.9534 3.1477
C -1.0844 1.9314 2.8367
O -0.8764 0.9374 3.7797
H -2.0154 3.4114 4.1027
H -3.1394 2.4664 3.0257
H -2.1254 3.7364 2.4607
H -0.1374 2.3864 2.6277
H -1.2804 1.4694 1.8887
H 0.0276 0.7934 3.9187
C -1.5694 -2.1526 2.8717
C -0.3034 -2.1476 2.0797
O -0.6474 -2.2906 0.7367
H -2.0644 -3.1326 3.1147
H -2.3304 -1.6246 2.3257
H -1.3114 -1.6506 3.8127
H 0.2696 -2.9196 2.5237
H 0.2506 -1.2046 2.2577
H -0.7624 -1.4296 0.3417
C 3.2666 -2.0416 2.2327
O 3.3086 -0.6306 2.1627
H 4.2546 -2.4116 2.4957
H 3.0896 -2.4896 1.2817
H 2.6566 -2.3416 3.0087
H 3.7846 -0.3406 1.3757
C 1.3806 1.3294 -3.5423
O 1.8196 0.8144 -4.7003
H 0.9736 0.4214 -3.0313
H 0.5826 1.9974 -3.7063
H 2.1496 1.8044 -2.9493
H 1.1436 0.5484 -5.3083
C 0.9376 0.6694 0.1507
O -0.4304 0.3614 -0.2353
H 1.4236 -0.2006 0.4277
H 1.0426 1.4394 0.9167
H 1.4936 0.9304 -0.7353
H -0.8744 1.2254 -0.4313
C -3.7874 0.4474 0.4947
O -4.6544 -0.6576 0.3217
H -3.7994 0.9484 -0.4253
H -2.8594 0.0274 0.7377
H -4.1834 1.0414 1.2777
H -5.2474 -0.4776 -0.4453
C -2.5194 -1.1696 -2.3543
O -3.8364 -1.6286 -2.2743
H -1.8734 -1.8336 -2.9313
H -2.1284 -1.0996 -1.3263
H -2.3794 -0.1466 -2.7293
H -4.5334 -1.0066 -2.5533
C -1.1194 2.7664 -1.8603
O -1.9644 2.6384 -0.7663
H -0.0654 2.7114 -1.5003
H -1.3084 3.6944 -2.4523
H -1.4254 1.9164 -2.4683
H -2.9044 2.6564 -1.1323
C 5.4896 0.1554 -0.0173
O 4.2356 -0.3616 -0.2953
H 5.5376 1.1944 -0.4643
H 6.2516 -0.3336 -0.5323
H 5.6236 0.1784 1.0597
H 4.2636 -0.6486 -1.1983
C 1.4126 -2.1436 -1.8863
O 1.6786 -2.1536 -3.2813
H 0.3346 -2.1966 -1.7043
H 1.6896 -1.1806 -1.5933
H 1.9136 -2.9526 -1.3903
H 1.4256 -3.0056 -3.5773
```



two | # C12H44O10

A structure of composition C12H44O10 (ωB97M-V with the def2-TZVPD basis set, OMol25).

Results
HOMO   -8.12 eV
Charge   0
Gap between HOMO and LUMO   7.89 eV

The geometry in XYZ format:
```
66
C12H44O10 ωB97M-V with the def2-TZVPD basis set
O -1.6126 0.2542 -2.1510
H -0.9931 0.1341 -1.4313
H -2.2775 0.8461 -1.7990
O -0.9758 -1.8469 1.8843
H -0.1307 -1.4292 1.7181
H -1.3059 -1.4155 2.6725
O -1.8328 -1.7690 0.0589
H -1.4376 -1.8220 0.9291
H -2.7546 -1.9844 0.2004
O 0.6358 -0.8364 1.5108
H 0.8604 -1.1386 0.6308
H 1.4617 -0.5149 1.8723
O -0.6967 -0.3396 -0.4873
H -1.4441 -0.8145 -0.1240
H -0.1596 -0.1190 0.2737
O -1.5226 -2.2038 -1.8171
H -0.6355 -2.0852 -2.1565
H -1.4814 -1.8773 -0.9183
C -0.4133 2.0723 1.0817
C 0.9578 1.6973 1.5786
C 2.0608 2.8516 1.4396
O 0.6362 1.4089 2.9017
H -1.0901 2.6595 1.7024
H -0.8748 1.1070 0.8734
H -0.4780 2.6429 0.1553
H 1.2615 0.7635 1.1053
H 3.0277 2.3861 1.6308
H 1.8456 3.7244 2.0560
H 1.9596 3.1337 0.3916
H 1.1264 0.6636 3.2564
C 0.7691 1.3518 -1.2042
C 1.7488 1.3458 -2.4042
C 3.1200 0.6851 -2.1505
O 1.1849 0.5205 -3.3600
H -0.2336 1.4531 -1.6194
H 1.0586 2.2293 -0.6259
H 0.7381 0.3924 -0.6879
H 1.7791 2.3107 -2.9103
H 3.6842 0.5535 -3.0738
H 2.9813 -0.2890 -1.6816
H 3.6267 1.1574 -1.3089
H 1.3071 0.9161 -4.2261
C 1.1294 -3.4078 -0.5507
C 1.9765 -2.0908 -0.3847
C 3.1224 -1.9464 -1.4830
O 1.0884 -0.9428 -0.4731
H 0.3130 -3.5251 0.1618
H 1.7912 -4.2697 -0.4655
H 0.6491 -3.3947 -1.5291
H 2.4716 -1.9872 0.5808
H 3.7894 -2.8083 -1.4956
H 3.7513 -1.0780 -1.2864
H 2.7520 -1.8159 -2.4998
H 0.5141 -0.9571 -1.2423
C -4.0375 1.8985 1.5451
C -3.3888 0.5678 1.8924
C -2.8496 -0.2290 0.6818
O -2.2939 0.8220 2.7010
H -3.3156 2.4587 0.9509
H -4.1949 2.5332 2.4172
H -5.0133 1.8221 1.0656
H -4.0893 -0.1015 2.3919
H -2.4513 -1.1542 1.0985
H -2.0883 0.2692 0.0815
H -3.5809 -0.4405 -0.0983
H -1.5260 1.0020 2.1537
```



Which one sits at the top of the stability order? one does.



one | # C2H2NO3

A cluster of 2 separate species, C2H2NO3 in total (ωB97M-V with the def2-TZVPD basis set, OMol25).

Results
HOMO   -3.72 eV
Charge   -1
Gap between HOMO and LUMO   8.00 eV

The geometry in XYZ format:
```
8
C2H2NO3 ωB97M-V with the def2-TZVPD basis set
C 2.6856 0.1173 -0.2107
C 0.0799 -0.6981 -0.4467
N 1.8830 0.6890 0.5767
O 3.1100 -0.1522 -1.3159
O 2.9815 -0.3636 1.0578
O -0.4261 -1.3436 0.4422
H -0.1446 0.4374 -0.8345
H 0.8865 -1.0349 -1.1065
```



two | # C2H2NO3

A cluster of 3 separate species, C2H2NO3 in total (ωB97M-V with the def2-TZVPD basis set, OMol25).

Results
HOMO   -3.78 eV
Charge   -1
Gap between HOMO and LUMO   7.65 eV

The geometry in XYZ format:
```
8
C2H2NO3 ωB97M-V with the def2-TZVPD basis set
C 2.7954 0.4685 0.2018
C -2.5087 -0.1557 -0.4061
N 3.9519 0.4050 0.2099
O -0.2169 -0.2516 0.0907
O -2.8656 -1.0079 0.2956
O -2.4804 0.7282 -1.1579
H 1.7605 0.6748 0.0181
H -0.4363 -0.8613 0.7479
```



Which one sits at the top of the stability order? two does.



one | # C4H13O3

A structure of composition C4H13O3 (ωB97M-V with the def2-TZVPD basis set, OMol25).

Results
HOMO   -4.29 eV
Charge   -1
Gap between HOMO and LUMO   8.37 eV

The geometry in XYZ format:
```
20
C4H13O3 ωB97M-V with the def2-TZVPD basis set
C 1.5348 -0.4697 1.0295
O 1.9375 -0.8060 -0.2341
C 0.1261 0.3850 1.0912
C 0.2048 1.5292 0.1466
C -1.0939 2.1977 -0.2365
H 1.4616 -1.3645 1.6383
H 2.4295 0.1521 1.3116
H -0.0102 0.5935 2.1256
H -0.5840 -0.3472 0.7522
H 0.5348 0.9847 -0.8264
H 0.9641 2.1663 0.4879
H -1.6774 2.5363 0.6652
H -1.8401 1.4549 -0.6469
H -0.9131 2.9707 -0.9597
H -1.0424 -2.1739 -0.9163
H -1.6951 -2.7891 0.3498
O -1.8678 -2.6576 -0.5692
H 1.1069 -1.2652 -0.8390
H 0.2465 -1.5771 -2.6707
O 0.1773 -1.5202 -1.6991
```



two | # C4H13O3

A cluster of 3 separate species, C4H13O3 in total (ωB97M-V with the def2-TZVPD basis set, OMol25).

Results
HOMO   -4.26 eV
Charge   -1
Gap between HOMO and LUMO   7.99 eV

The geometry in XYZ format:
```
20
C4H13O3 ωB97M-V with the def2-TZVPD basis set
C 0.5804 -1.5418 -0.0574
O -0.5280 -2.1569 0.5552
C 0.2987 -0.0877 -0.4594
C -0.5661 0.0585 -1.7180
C -0.4741 1.4608 -2.3083
H 1.4179 -1.4620 0.6502
H 0.9088 -2.1447 -0.9093
H 1.2657 0.4052 -0.5853
H -0.2280 0.3665 0.3759
H -1.5741 -0.1283 -1.3415
H -0.3674 -0.6500 -2.5134
H -1.0930 1.5644 -3.2005
H 0.5361 1.6947 -2.5967
H -0.7789 2.2010 -1.5677
H 0.3594 2.0599 2.3507
H 0.4396 0.5734 2.7973
O 0.9177 1.4765 2.8631
H -0.5330 -1.7562 1.4684
H -0.0482 -1.2373 3.4137
O -0.5336 -0.6960 2.7830
```



Which one sits at the top of the stability order? two does.